1.
Below is a molecular structure, C19H23Cl2GdNS, with properties calculated with wB97M-V/def2-TZVPD.

## Properties
Energy relative to the best compared isomer or geometry (same formula, charge and spin) = 2.179 eV
Spin multiplicity = 8
Lowest unoccupied orbital energy (spin up / spin down) = 2.1 / 2.1 eV
Charge = -1

Last column: Mulliken spin population.
Geometry (Å):
Gd  1.084  -0.065  -1.180  7.42
Cl  0.747  -2.559  -1.753  -0.02
Cl  1.897  2.400  -0.909  -0.02
C  2.471  -0.009  -2.935  -0.37
H  3.180  0.817  -2.808  0.01
H  2.911  -0.970  -3.316  0.02
C  -0.421  0.570  -2.975  -0.04
C  0.910  0.466  -3.475  -0.05
H  -0.913  0.520  -1.916  0.04
C  0.819  -0.417  -4.781  0.01
H  1.181  1.544  -3.769  0.01
C  -0.288  0.067  -5.742  0.00
H  1.803  -0.361  -5.192  0.01
H  0.612  -1.498  -4.488  0.00
C  -1.640  0.070  -5.007  0.00
H  -0.028  1.090  -6.087  0.00
H  -0.322  -0.579  -6.627  0.00
C  -1.499  1.152  -3.918  -0.01
H  -2.449  0.242  -5.688  0.00
H  -1.766  -0.906  -4.524  0.00
H  -1.150  2.151  -4.337  0.00
H  -2.482  1.333  -3.461  0.00
N  -0.291  -0.060  0.575  -0.03
S  -0.037  -1.038  1.828  0.01
C  1.293  -0.345  2.794  0.00
C  1.805  0.910  2.496  0.01
C  2.836  1.441  3.293  0.00
C  3.377  0.681  4.329  0.00
C  2.903  -0.620  4.577  0.00
C  1.859  -1.140  3.798  0.00
C  -1.486  -0.815  2.875  0.00
C  -1.391  -0.293  4.164  0.00
C  -2.555  -0.137  4.937  0.00
C  -3.812  -0.516  4.407  0.00
C  -3.883  -1.063  3.105  0.00
C  -2.719  -1.224  2.347  0.00
H  -0.961  0.656  0.824  0.00
H  1.425  1.463  1.642  0.00
H  3.201  2.442  3.076  0.00
H  4.181  1.092  4.940  0.00
H  3.343  -1.217  5.369  0.00
H  1.485  -2.149  3.972  0.00
H  -0.429  0.008  4.562  0.00
H  -2.492  0.271  5.938  0.00
H  -4.701  -0.394  4.993  0.00
H  -4.846  -1.362  2.697  0.00
H  -2.764  -1.647  1.349  0.00

=====

2.
Below is a single C24H22N2O3 molecule, with properties calculated with wB97M-V/def2-TZVPD.

## Properties
Energy relative to the best compared isomer or geometry (same formula, charge and spin) = 2.571 eV
Structure (SMILES) = Cc1ccc(C(=O)N/C(=C/C=C/c2ccccc2)C(=O)NCc2ccco2)cc1
Lowest unoccupied orbital energy = -0.2 eV

Last column: Mulliken charge in e.
Geometry (Å):
C  1.967  5.475  0.540  -1.45
C  2.467  4.111  0.901  1.02
C  2.448  3.086  -0.041  -0.74
C  2.906  1.823  0.273  0.15
C  3.398  1.559  1.549  0.04
C  3.453  2.585  2.484  -0.62
C  2.981  3.844  2.164  -0.67
H  3.017  4.632  2.903  0.35
H  3.862  2.382  3.463  0.43
C  3.957  0.224  1.887  0.05
O  5.035  0.073  2.421  -0.64
N  3.215  -0.873  1.515  -0.05
C  1.893  -0.941  1.103  0.13
C  0.934  -0.104  1.554  -0.04
C  -0.399  0.015  1.023  -0.83
C  -0.728  -0.199  -0.263  0.28
C  -2.048  -0.065  -0.842  0.63
C  -3.215  -0.035  -0.075  -0.40
C  -4.452  0.091  -0.676  -0.81
C  -4.554  0.194  -2.054  -0.37
C  -3.407  0.159  -2.830  -0.64
C  -2.170  0.023  -2.232  -0.42
H  -1.277  -0.009  -2.840  0.42
H  -3.480  0.235  -3.905  0.44
H  -5.523  0.296  -2.520  0.40
H  -5.344  0.109  -0.067  0.40
H  -3.154  -0.127  0.999  0.29
H  0.057  -0.460  -0.961  0.28
H  -1.142  0.388  1.716  0.44
H  1.189  0.587  2.347  0.53
C  1.637  -2.071  0.147  -0.30
O  2.378  -2.310  -0.785  -0.67
N  0.585  -2.853  0.489  0.00
H  -0.026  -2.542  1.227  0.32
C  0.094  -3.910  -0.374  -1.33
C  -1.283  -3.619  -0.876  0.53
C  -2.487  -3.580  -0.233  -0.34
C  -3.450  -3.243  -1.213  -0.48
C  -2.760  -3.098  -2.375  -0.51
O  -1.451  -3.318  -2.180  -0.37
H  -3.076  -2.856  -3.369  0.56
H  -4.504  -3.126  -1.068  0.51
H  -2.667  -3.778  0.805  0.52
H  0.786  -3.980  -1.216  0.42
H  0.098  -4.855  0.182  0.39
H  3.740  -1.741  1.491  0.26
H  2.897  1.043  -0.474  0.46
H  2.069  3.286  -1.033  0.43
H  2.676  5.967  -0.126  0.31
H  1.013  5.409  0.020  0.35
H  1.845  6.094  1.425  0.36

=====

3.
Below is a single C9H12N4 molecule, with properties calculated with wB97M-V/def2-TZVPD.

## Properties
Energy relative to the best compared isomer or geometry (same formula, charge and spin) = 3.227 eV
Lowest unoccupied orbital energy = 0.6 eV

Last column: Mulliken charge in e.
Geometry (Å):
C  -0.693  -2.786  -1.246  -0.70
C  -2.246  -2.404  -2.984  0.00
C  -0.020  -1.661  -1.077  0.67
C  -1.659  -0.024  -2.968  0.58
C  1.127  0.328  -0.205  0.16
C  0.008  0.865  0.667  0.96
C  2.340  -0.029  0.669  -1.42
C  -0.931  -0.117  1.292  -1.44
C  -0.102  2.171  0.849  -1.16
N  -1.702  -3.127  -2.097  -0.50
N  -2.004  -1.110  -3.349  -0.41
N  0.822  -0.808  -1.003  -0.41
N  -1.156  1.061  -2.793  -0.50
H  -0.391  -3.609  -0.605  0.32
H  -3.008  -2.868  -3.599  0.34
H  1.428  1.110  -0.911  0.48
H  2.079  -0.820  1.369  0.33
H  2.650  0.848  1.232  0.38
H  3.167  -0.366  0.050  0.40
H  -0.426  -1.049  1.539  0.33
H  -1.746  -0.349  0.602  0.26
H  -1.365  0.302  2.200  0.46
H  -1.623  1.935  -2.651  0.25
H  0.568  2.869  0.372  0.31
H  -0.859  2.591  1.488  0.32

=====

4.
Below is a single C19H38O2 molecule, with properties calculated with wB97M-V/def2-TZVPD.

## Properties
Energy relative to the best compared isomer or geometry (same formula, charge and spin) = 0.280 eV
Structure (SMILES) = CCCCCCCCCCCCCCCC(=O)OC(C)C
Lowest unoccupied orbital energy = 1.0 eV

Last column: Mulliken charge in e.
Geometry (Å):
C  -8.775  -2.220  -0.454  -1.35
C  -7.495  -1.425  -0.687  -0.18
C  -7.560  -0.049  -0.027  -0.71
C  -6.341  0.825  -0.321  -0.63
C  -5.057  0.312  0.327  -0.49
C  -3.879  1.254  0.086  -0.76
C  -2.593  0.730  0.718  -0.79
C  -1.402  1.651  0.462  -0.67
C  -0.120  1.090  1.073  -0.39
C  1.092  2.008  0.913  -0.70
C  1.541  2.170  -0.539  -0.25
C  2.856  2.943  -0.665  -1.02
C  4.091  2.125  -0.284  -0.40
C  4.497  1.134  -1.374  -0.58
H  3.628  0.567  -1.712  0.30
H  4.891  1.681  -2.234  0.38
C  5.563  0.145  -0.881  -0.85
C  4.946  -0.786  0.136  0.63
O  5.011  -0.651  1.331  -0.60
O  4.285  -1.772  -0.472  -0.33
C  3.561  -2.701  0.353  0.59
C  2.178  -2.135  0.657  -1.30
H  2.273  -1.195  1.196  0.27
H  1.637  -1.960  -0.270  0.31
H  1.617  -2.834  1.270  0.46
C  3.491  -4.017  -0.407  -1.52
H  2.954  -3.877  -1.342  0.35
H  2.974  -4.761  0.193  0.40
H  4.492  -4.377  -0.632  0.39
H  4.120  -2.824  1.289  0.37
H  6.387  0.684  -0.414  0.35
H  5.931  -0.446  -1.719  0.35
H  3.905  1.586  0.646  0.23
H  4.928  2.803  -0.100  0.34
H  2.972  3.291  -1.694  0.36
H  2.800  3.827  -0.025  0.40
H  0.769  2.706  -1.094  0.34
H  1.648  1.183  -0.993  0.18
H  0.859  2.991  1.329  0.27
H  1.915  1.593  1.498  0.44
H  0.098  0.122  0.617  -0.05
H  -0.289  0.919  2.140  0.41
H  -1.607  2.636  0.887  0.28
H  -1.276  1.773  -0.616  0.35
H  -2.739  0.619  1.795  0.37
H  -2.372  -0.261  0.314  0.33
H  -4.111  2.239  0.500  0.35
H  -3.730  1.376  -0.989  0.33
H  -4.808  -0.671  -0.075  0.27
H  -5.215  0.201  1.402  0.29
H  -6.198  0.892  -1.402  0.30
H  -6.538  1.835  0.047  0.36
H  -8.454  0.466  -0.386  0.37
H  -7.663  -0.173  1.054  0.32
H  -7.336  -1.301  -1.761  0.28
H  -6.650  -1.988  -0.287  0.24
H  -8.711  -3.197  -0.928  0.38
H  -9.633  -1.694  -0.867  0.34
H  -8.944  -2.365  0.611  0.33

=====

5.
Below is a molecular structure, C31H63N13O3PbS, with properties calculated with wB97M-V/def2-TZVPD.

## Properties
Energy relative to the best compared isomer or geometry (same formula, charge and spin) = 0.733 eV
Lowest unoccupied orbital energy = 0.6 eV

Last column: Mulliken charge in e.
Geometry (Å):
Pb  0.389  0.710  -0.212  2.35
C  -4.314  -1.751  2.583  -1.09
N  -2.895  -1.518  2.685  0.69
C  -2.069  -2.603  3.161  -1.12
C  -2.348  -0.457  1.950  -1.29
N  -1.654  -0.591  0.860  0.08
C  -1.543  -1.919  0.278  -1.35
C  -0.148  -2.528  0.453  -1.23
N  0.846  -1.993  -0.484  1.40
C  2.224  -2.300  -0.065  -1.76
C  2.900  -1.183  0.712  -0.62
N  2.973  -0.003  -0.149  -0.41
C  3.691  0.993  0.262  0.02
N  3.904  2.059  -0.554  0.34
C  3.381  2.100  -1.907  -0.42
C  4.615  3.252  -0.140  -0.63
N  4.278  1.031  1.541  0.68
C  5.642  0.603  1.707  -1.18
C  3.702  1.871  2.571  -0.93
C  0.620  -2.415  -1.868  -1.83
C  1.108  -1.361  -2.848  -0.75
N  0.240  -0.198  -2.745  0.26
C  -0.127  0.433  -3.817  0.28
N  -1.286  1.154  -3.809  0.11
C  -2.227  0.950  -2.728  -0.69
C  -1.353  2.475  -4.422  -1.15
N  0.535  0.368  -5.025  0.35
C  -0.145  0.460  -6.299  -1.19
C  1.976  0.493  -5.099  -0.69
N  -2.627  0.752  2.489  1.61
C  -2.399  2.000  1.758  0.11
C  -3.105  0.832  3.862  -1.33
H  -4.552  -2.574  1.894  0.31
H  -4.810  -0.853  2.213  0.25
H  -4.740  -1.998  3.560  0.28
H  -2.429  -2.914  4.145  0.31
H  -1.045  -2.254  3.274  0.29
H  -2.086  -3.487  2.508  0.34
H  -1.775  -1.834  -0.787  0.63
H  -2.275  -2.614  0.696  0.28
H  -0.210  -3.624  0.362  0.28
H  0.197  -2.296  1.462  0.57
H  2.817  -2.495  -0.961  0.40
H  2.232  -3.222  0.533  0.49
H  3.899  -1.531  0.993  0.68
H  2.357  -0.977  1.637  0.09
H  2.847  1.178  -2.108  -0.36
H  4.210  2.203  -2.614  0.45
H  2.698  2.943  -2.038  0.18
H  5.345  3.517  -0.908  0.40
H  5.140  3.083  0.793  0.26
H  3.932  4.094  -0.015  -0.09
H  5.932  -0.051  0.885  0.35
H  5.752  0.043  2.640  0.34
H  6.354  1.443  1.738  0.32
H  2.723  2.237  2.261  -0.07
H  4.347  2.733  2.795  0.45
H  3.556  1.303  3.493  0.40
H  -0.446  -2.563  -2.034  0.40
H  1.116  -3.377  -2.066  0.41
H  1.101  -1.781  -3.860  0.57
H  2.145  -1.110  -2.597  0.28
H  -2.258  -0.102  -2.454  0.26
H  -3.216  1.265  -3.066  0.38
H  -1.973  1.539  -1.843  -0.09
H  -0.472  2.655  -5.030  0.39
H  -1.374  3.244  -3.646  0.25
H  -2.244  2.559  -5.047  0.31
H  -1.212  0.296  -6.166  0.35
H  0.247  -0.312  -6.966  0.37
H  0.007  1.430  -6.783  0.36
H  2.417  0.435  -4.111  -0.02
H  2.252  1.459  -5.538  0.35
H  2.401  -0.299  -5.720  0.28
H  -2.880  2.778  -0.165  0.25
H  -1.386  2.033  1.371  -1.95
H  -2.427  2.795  2.495  1.47
H  -4.165  0.574  3.952  0.35
H  -2.965  1.853  4.205  0.41
H  -2.518  0.181  4.505  0.32
C  -5.069  3.877  -0.242  -1.95
C  -4.731  2.973  0.945  2.21
C  -5.852  1.944  1.124  -1.62
C  -4.659  3.837  2.205  -1.81
C  -3.401  2.232  0.625  -0.72
H  -6.049  4.342  -0.116  0.47
H  -5.084  3.304  -1.173  0.31
H  -4.322  4.666  -0.350  0.43
H  -6.799  2.431  1.366  0.50
H  -5.614  1.249  1.934  0.11
H  -5.993  1.362  0.211  0.37
H  -5.590  4.399  2.317  0.51
H  -3.842  4.559  2.151  0.31
H  -4.528  3.235  3.104  0.27
H  -3.650  1.249  0.212  0.20
C  1.881  5.306  2.956  -1.10
C  1.774  5.414  1.464  0.95
C  2.397  6.429  0.745  -0.78
C  2.278  6.369  -0.631  -0.35
N  1.591  5.427  -1.265  -0.42
C  0.971  4.520  -0.490  -0.38
S  -0.047  3.336  -1.263  -0.20
N  1.068  4.471  0.850  -0.04
H  2.152  6.259  3.409  0.45
H  2.644  4.571  3.218  0.07
H  0.938  4.951  3.368  0.19
H  2.959  7.212  1.234  0.40
H  2.759  7.111  -1.261  0.41
O  -0.005  1.889  3.650  -0.66
N  0.246  0.727  3.353  0.90
O  -0.116  -0.223  4.050  -0.75
O  0.914  0.480  2.296  -0.42

=====

6.
Below is 2 unconnected molecules or ions with the total composition C2H5NOS, with properties calculated with wB97M-V/def2-TZVPD.

## Properties
Energy relative to the best compared isomer or geometry (same formula, charge and spin) = 5.395 eV
Spin multiplicity = 3
Lowest unoccupied orbital energy (spin up / spin down) = 0.6 / -2.5 eV

Last column: Mulliken spin population.
Geometry (Å):
C  -1.630  -0.378  0.716  0.00
C  -1.788  -0.407  -0.640  0.00
N  2.079  -0.284  0.510  0.95
O  3.076  0.896  0.757  0.19
S  2.916  0.280  -0.657  0.70
H  2.433  1.690  -1.097  0.16
H  -0.795  -0.062  1.330  0.00
H  -2.494  -0.462  1.367  0.00
H  -2.801  -0.738  -0.947  0.00
H  -0.996  -0.536  -1.339  0.00

=====

no.,largest force on an atom (hartree/bohr)
1,0.1225
2,0.0191
3,0.0208
4,0.0120
5,0.0091
6,0.1900